{"formula": "C3H4N2S", "method": "ωB97M-V/def2-TZVPD", "symbols": ["C", "C", "C", "H", "H", "H", "H", "N", "N", "S"], "xyz": [[-0.59011, 1.45136, -0.00770], [-0.52818, -0.02344, 0.30545], [-1.93717, -0.36581, 0.15888], [-0.36593, 1.93998, 0.92704], [-1.65637, 1.83725, -0.05411], [0.07274, 1.79228, -0.81859], [2.75982, -1.38209, 0.42817], [0.45490, -0.76051, 0.08753], [-3.05797, -0.60387, -0.27544], [2.23400, -0.06309, -0.11918]], "atomic_forces_ev_per_a": [[-0.766, 1.687, 1.353], [-0.851, 2.593, -2.866], [-6.465, -3.613, -2.409], [0.980, 0.576, 0.401], [1.240, -0.708, -0.860], [-0.401, -0.243, 0.358], [-1.040, 2.729, -1.237], [2.625, -1.232, 0.762], [6.673, 1.566, 2.947], [-1.996, -3.354, 1.551]], "largest_force_ev_per_a": 7.79, "total_charge": 0, "homo_lumo_gap_ev": 9.64, "smiles": "C/C(C#N)=N\\S", "lumo_ha": -0.0101, "homo_energy_ev": -9.919}

=====

{"formula": "C3H4N2S", "method": "ωB97M-V/def2-TZVPD", "symbols": ["C", "C", "C", "H", "H", "H", "H", "N", "N", "S"], "xyz": [[-0.81487, 2.01941, 1.01502], [0.47961, -0.56810, -0.64446], [0.52706, -2.03168, -0.61848], [-0.86063, 3.10340, 0.98617], [-1.35091, 1.47936, 1.82009], [1.03060, -0.05042, -1.42315], [-0.00719, -2.49264, 0.19559], [-0.14041, 1.42446, 0.10030], [-0.19306, 0.03365, 0.26657], [1.32981, -2.91744, -1.69763]], "atomic_forces_ev_per_a": [[0.198, -0.503, -0.276], [-0.251, -0.131, 0.480], [0.252, 0.132, -0.264], [0.056, -0.070, -0.028], [0.349, 0.177, -0.523], [-0.037, 0.169, -0.049], [-0.227, -0.108, 0.272], [-0.654, 0.515, 0.886], [0.370, -0.286, -0.544], [-0.057, 0.106, 0.046]], "largest_force_ev_per_a": 1.22, "total_charge": 0, "homo_lumo_gap_ev": 7.85, "smiles": "C=N/N=C/C=S", "lumo_ha": -0.0484, "homo_energy_ev": -9.172}

=====

{"formula": "C3H4N2S2", "method": "ωB97M-V/def2-TZVPD", "symbols": ["C", "C", "C", "H", "H", "H", "H", "N", "N", "S", "S"], "xyz": [[0.00700, 0.64858, -0.23268], [-0.87219, -1.43372, -0.70108], [0.28506, -2.13837, 0.10216], [-0.73935, 0.08852, -2.20012], [-1.99230, -1.73652, -0.42842], [-0.75826, -2.00040, -1.60663], [0.52933, -3.19882, -0.16625], [-0.63484, -0.14519, -1.14193], [0.80427, -1.51254, 1.15571], [0.04512, 2.18641, -0.78206], [0.28334, 0.06311, 1.36297]], "atomic_forces_ev_per_a": [[-2.354, 1.363, -2.903], [-0.956, -4.832, -1.183], [-0.753, 2.230, 2.808], [0.544, -0.091, 3.058], [2.293, 0.915, 0.440], [-0.464, -0.802, -0.744], [0.063, 1.187, 0.506], [0.940, 0.420, -0.221], [-0.920, -2.806, -3.277], [1.184, 1.613, 0.959], [0.424, 0.802, 0.558]], "largest_force_ev_per_a": 5.07, "total_charge": 0, "homo_lumo_gap_ev": 8.22, "smiles": "S=C1NCC=NS1", "lumo_ha": -0.0061, "homo_energy_ev": -8.383}

=====

Ordered energy relative to the best compared isomer or geometry (same formula, charge and spin) results: 83.3 62.8 63.3; unit kcal per mole.